w) 11 unconnected molecules or ions with the total composition C2H25O11, computed with wB97M-V/def2-TZVPD.

Total charge: -1
HOMO level: -5.9 eV
LUMO level: 2.8 eV

Each line ends with the Löwdin charge.
CARTESIAN COORDINATES (ANGSTROEM)
1 C -0.45524 0.67708 -1.06308  -0.10
2 C -0.96924 -0.68892 -0.66108  -0.32
3 O -0.65324 -1.03192 0.75792  -0.41
4 H -0.90524 1.12908 -2.01008  0.12
5 H 0.58676 0.58508 -1.13508  0.02
6 H -0.54224 1.40208 -0.20808  0.08
7 H -0.59024 -1.49992 -1.28108  0.08
8 H -2.04624 -0.75192 -0.55708  0.10
9 O -1.28824 -2.18492 3.10492  -0.07
10 H -0.76024 -3.01192 3.13592  0.04
11 H -1.01024 -1.89192 2.26092  -0.07
12 O 1.57176 2.79608 0.76392  -0.04
13 H 0.68076 2.98008 0.68292  -0.07
14 H 1.73776 1.88008 0.94192  -0.03
15 O -2.13924 1.12808 2.11792  -0.07
16 H -2.98024 0.71608 2.34092  0.03
17 H -1.57924 0.42108 1.72392  0.01
18 O 0.74976 -3.26092 0.85092  -0.05
19 H 0.10076 -2.56892 0.62792  -0.03
20 H 0.76776 -3.68792 0.02892  -0.01
21 O 3.51276 0.47008 -1.40508  -0.07
22 H 2.97776 -0.24092 -1.82208  0.01
23 H 3.17276 1.25908 -1.82608  0.00
24 O 1.31176 -1.17192 -2.87708  -0.04
25 H 0.45176 -1.08492 -2.42308  0.01
26 H 1.74376 -1.94992 -2.56808  0.03
27 O -1.06624 3.84008 0.88092  0.00
28 H -1.42424 3.62308 0.05492  0.02
29 H -1.61924 3.41908 1.48392  0.00
30 O 1.47376 2.43008 -2.44808  -0.07
31 H 0.81576 1.81008 -2.10308  -0.03
32 H 1.40276 3.28608 -2.00608  0.05
33 O -2.45124 -3.22792 0.25392  -0.03
34 H -3.35024 -2.96092 0.38492  0.03
35 H -2.00824 -2.40792 0.22592  -0.06
36 O 1.62676 0.17408 1.56192  -0.06
37 H 0.82276 -0.13192 1.17292  -0.04
38 H 2.33076 -0.27092 1.03592  0.06

x) 11 unconnected molecules or ions with the total composition C2H25O11, computed with wB97M-V/def2-TZVPD.

Total charge: -1
HOMO level: -6.1 eV
LUMO level: 2.4 eV

Each line ends with the Löwdin charge.
CARTESIAN COORDINATES (ANGSTROEM)
1 C 0.71484 -0.47866 1.54489  -0.08
2 C -0.61016 -0.92666 0.88589  -0.32
3 O -0.31816 -0.90666 -0.52711  -0.45
4 H 0.53784 -0.32766 2.61989  0.07
5 H 0.92984 0.48934 1.08489  0.06
6 H 1.51784 -1.21366 1.44489  0.06
7 H -1.40616 -0.21266 1.01789  0.08
8 H -0.88216 -1.97766 1.04589  0.11
9 O -3.65616 2.83634 1.58289  -0.05
10 H -4.58616 2.76134 1.38889  0.03
11 H -3.26716 1.97734 1.60789  0.00
12 O 4.24184 -0.87966 1.38089  -0.06
13 H 3.64684 -0.18866 1.62589  -0.01
14 H 3.77084 -1.23166 0.65089  -0.04
15 O -3.69416 0.74234 -0.66211  -0.07
16 H -2.96916 1.29834 -0.48111  -0.06
17 H -3.31916 -0.12366 -0.84211  -0.03
18 O 0.21084 -0.31966 -2.90611  -0.09
19 H 0.71684 0.45634 -2.70611  -0.01
20 H 0.00084 -0.59966 -1.98311  -0.04
21 O -1.18516 1.79734 -0.76811  -0.06
22 H -0.87216 0.89834 -0.54011  0.00
23 H -0.95016 2.33334 0.02289  0.05
24 O -2.73716 -1.62966 -1.36211  -0.02
25 H -2.91016 -2.55166 -1.34411  0.03
26 H -1.93416 -1.49866 -0.89111  -0.04
27 O -0.46816 -3.59766 -1.32011  -0.04
28 H -0.39516 -2.69666 -0.92411  0.00
29 H -1.14316 -4.10866 -0.99611  -0.03
30 O 2.34084 -1.49966 -0.77611  -0.09
31 H 1.45584 -1.35466 -0.40511  -0.02
32 H 2.37784 -2.49266 -0.88711  0.09
33 O 3.48884 1.46434 -0.26111  -0.02
34 H 2.91084 1.50234 -1.00111  0.02
35 H 3.07184 1.94534 0.43289  -0.03
36 O 2.12384 3.38634 1.31189  -0.01
37 H 1.23584 3.28634 1.53189  0.01
38 H 2.00984 3.64134 0.40289  0.05

y) 11 unconnected molecules or ions with the total composition C2H25O11, computed with wB97M-V/def2-TZVPD.

Total charge: -1
HOMO level: -1.9 eV
LUMO level: 1.7 eV

Each line ends with the Löwdin charge.
CARTESIAN COORDINATES (ANGSTROEM)
1 O 2.30557 0.08894 1.39465  0.12
2 H 1.53077 0.20489 0.74445  0.07
3 H 1.91253 -0.35821 2.28344  0.22
4 H 2.72247 1.12932 1.48961  0.27
5 C -0.04436 0.14788 -0.40098  -0.28
6 O 0.06239 1.03527 0.61781  -0.40
7 H 0.67330 0.31617 -1.14175  0.08
8 H -1.05106 0.02639 -0.72806  0.05
9 H 0.07457 -0.82567 0.16141  0.06
10 C 1.58169 -3.67033 1.13278  -0.43
11 O 2.39685 -4.78674 0.90998  -0.47
12 H 1.56979 -2.92614 0.46388  -0.04
13 H 2.12326 -3.31717 2.10604  0.06
14 H 0.86718 -4.35980 1.03890  0.00
15 O 1.42514 3.30846 0.03858  -0.06
16 H 0.81483 2.58165 0.10581  -0.05
17 H 1.27479 3.69576 -0.81772  0.03
18 O -0.67444 3.10726 2.68893  0.03
19 H -1.18539 3.08467 3.45308  0.01
20 H -0.75076 2.49732 2.05811  -0.08
21 O -1.72676 2.59595 -0.57181  -0.08
22 H -2.03585 3.24730 0.23620  0.17
23 H -0.92891 2.19390 -0.42597  -0.08
24 O -0.58037 -3.04009 -1.15087  -0.07
25 H -1.28013 -2.49765 -1.46107  -0.05
26 H -0.25795 -2.59771 -0.30999  0.01
27 O 2.70534 1.32212 -2.99904  -0.07
28 H 2.97219 0.39490 -3.14655  0.05
29 H 3.58440 1.68911 -3.15846  0.03
30 O -3.70413 0.68252 -0.80312  -0.22
31 H -2.94227 1.47695 -0.89971  0.06
32 H -3.18115 -0.10146 -1.20911  -0.02
33 O -0.87041 -0.93085 2.40278  -0.05
34 H -0.59363 -0.43021 1.67587  -0.07
35 H -1.20069 -1.78662 2.02760  0.07
36 O -2.48995 -1.22096 -2.21181  -0.04
37 H -3.18303 -1.32509 -2.92531  0.12
38 H -1.91582 -0.65203 -2.66859  0.04

z) 11 unconnected molecules or ions with the total composition C2H25O11, computed with wB97M-V/def2-TZVPD.

Total charge: -1
HOMO level: -5.9 eV
LUMO level: 2.5 eV

Each line ends with the Löwdin charge.
CARTESIAN COORDINATES (ANGSTROEM)
1 C 14.43247 2.39172 18.92422  -0.12
2 C 14.29743 1.00689 18.49198  -0.40
3 O 13.92780 1.02337 17.13727  -0.37
4 H 13.56725 3.08533 18.93231  0.07
5 H 15.10915 2.97065 18.31264  0.08
6 H 14.88439 2.36151 19.92302  0.08
7 H 13.48613 0.54181 19.04871  0.08
8 H 15.23445 0.43214 18.64267  0.12
9 O 15.91999 -2.08467 16.90061  -0.04
10 H 16.04644 -1.19486 17.23832  0.01
11 H 15.36615 -2.46293 17.57068  -0.01
12 O 12.93327 -0.91856 15.83615  -0.06
13 H 13.35938 -0.13518 16.26237  -0.03
14 H 13.61218 -1.35657 15.44827  -0.04
15 O 11.59398 4.33570 17.69852  -0.04
16 H 11.59456 3.40438 17.78196  -0.03
17 H 11.54306 4.61264 18.62041  0.05
18 O 13.91601 3.82200 16.33154  -0.07
19 H 14.16584 2.99163 16.72788  -0.04
20 H 13.11466 4.02800 16.80513  -0.04
21 O 11.41682 1.56821 17.48385  -0.03
22 H 10.97335 1.33635 16.66989  0.09
23 H 12.32292 1.40347 17.31554  -0.03
24 O 16.24306 1.13161 15.81053  -0.07
25 H 15.60950 1.13566 16.52571  -0.04
26 H 15.65397 1.00254 15.06037  0.04
27 O 13.49976 -2.34601 18.58454  -0.03
28 H 13.50892 -1.54201 18.07723  0.00
29 H 12.59094 -2.57037 18.67793  0.04
30 O 12.74568 -1.89846 21.15411  -0.06
31 H 12.21272 -1.20584 21.52028  0.01
32 H 13.34483 -1.61767 20.47719  -0.02
33 O 10.79908 0.05041 19.53159  -0.10
34 H 11.14701 0.43520 18.67683  0.00
35 H 10.42453 0.80167 19.99241  -0.01
36 O 11.36920 2.37689 20.94450  0.00
37 H 12.18322 2.13552 20.55923  0.00
38 H 11.39398 3.28803 20.83305  0.00

Relative energies, in kJ/mol, with the most stable structure set to zero: w) 56.9; x) 76.6; y) 926.0; z) 0.0.

w) 3 unconnected molecules or ions with the total composition C2H10N2O2, computed with wB97M-V/def2-TZVPD.

Total charge: 0
HOMO level (spin up / spin down): -8.1 / -7.7 eV
LUMO level (spin up / spin down): -0.1 / -0.9 eV

Each line ends with the Löwdin charge.
CARTESIAN COORDINATES (ANGSTROEM)
1 C 1.58731 -0.85976 0.48487  -0.12
2 C 0.97136 0.74346 -1.29272  -0.12
3 N 0.74496 0.20036 0.01210  -0.21
4 H 0.15329 0.69918 0.67651  0.08
5 H 2.64413 -0.56035 0.50512  0.08
6 H 1.28042 -1.14754 1.48899  0.08
7 H 0.73841 -0.01692 -2.05039  0.08
8 H 2.01489 1.05655 -1.42850  0.08
9 H 0.32163 1.60296 -1.45266  0.09
10 H 1.48674 -1.73028 -0.17328  0.08
11 N -1.14147 -0.90684 -0.41820  0.09
12 O -1.46793 0.40783 1.44168  -0.20
13 O -2.57480 1.19664 1.04863  -0.09
14 H -3.30733 0.79739 1.54079  0.09
15 H -1.76883 -0.15576 -0.72265  0.00
16 H -1.68278 -1.32691 0.33971  -0.01

x) 3 unconnected molecules or ions with the total composition C2H10N2O2, computed with wB97M-V/def2-TZVPD.

SMILES: [H]/N=C/NC.O.O
Total charge: 0
HOMO level: -8.6 eV
LUMO level: 0.7 eV

Each line ends with the Löwdin charge.
CARTESIAN COORDINATES (ANGSTROEM)
1 H -3.38068 -0.36913 -2.04401  0.03
2 N -3.23666 -0.92499 -1.20570  0.06
3 C -2.03877 -0.79100 -0.81931  -0.36
4 N -1.53597 -1.48304 0.26201  -0.08
5 C -0.04139 -1.70885 0.38100  -0.07
6 H -1.25104 -0.18857 -1.28347  0.12
7 H -2.02074 -1.84129 1.06587  0.11
8 H 0.12061 -1.66464 -0.68169  0.06
9 H 0.04847 -2.64543 0.91584  0.07
10 H 0.49061 -0.93569 0.93608  0.07
11 O 6.53848 0.12952 -0.32048  -0.07
12 H 7.21395 0.36358 0.32045  0.03
13 H 5.93353 -0.47219 0.14386  0.04
14 O -2.30754 3.95763 0.47801  -0.06
15 H -1.53699 4.04126 1.05664  0.04
16 H -2.99587 4.53281 0.79489  0.02

y) 3 unconnected molecules or ions with the total composition C2H10N2O2, computed with wB97M-V/def2-TZVPD.

SMILES: [H]/N=C/NC.O.O
Total charge: 0
HOMO level: -9.0 eV
LUMO level: 0.8 eV

Each line ends with the Löwdin charge.
CARTESIAN COORDINATES (ANGSTROEM)
1 H -2.46057 0.05880 -0.95123  0.05
2 N -1.57504 0.45271 -0.64045  0.02
3 C -1.03209 0.11146 0.49173  -0.29
4 N -0.41673 1.15104 1.20314  -0.08
5 C 0.53317 0.88162 2.30597  -0.10
6 H -1.09493 -0.83962 0.95872  0.11
7 H -0.45108 2.05677 0.74108  0.12
8 H 0.61624 1.93729 2.87649  0.12
9 H 0.12113 0.00838 2.88098  0.08
10 H 1.51131 0.64927 1.79374  0.08
11 O 0.37873 -0.31618 -2.55373  -0.12
12 H -0.14423 -0.10299 -1.71998  0.00
13 H 1.18847 0.23212 -2.47652  0.06
14 O 1.53391 -1.81288 -0.36706  -0.07
15 H 1.27706 -1.57381 -1.30515  0.03
16 H 1.07136 -2.57840 -0.15684  -0.01

Relative energies, in kJ/mol, with the most stable structure set to zero: w) 607.4; x) 8.7; y) 0.0.

w) A gas-phase ion, C5H11N3 (charge +2), computed with wB97M-V/def2-TZVPD.

SMILES: CC(=[NH2+])[N+]#C[C@H](C)N
Total charge: +2
HOMO level: -17.7 eV
LUMO level: -10.3 eV

Each line ends with the Löwdin charge.
CARTESIAN COORDINATES (ANGSTROEM)
1 C -0.99606 1.31643 2.62861  0.02
2 C -0.47680 0.16263 1.97707  -0.29
3 N -0.56861 -0.98577 2.52551  0.32
4 N 0.14248 0.14052 0.71734  0.31
5 C 0.44099 0.00954 -0.44220  0.21
6 C 0.43630 -0.13846 -1.83521  -0.44
7 C 1.36669 -1.23304 -2.33637  0.00
8 N 0.24254 1.01314 -2.65000  0.10
9 H -2.06465 1.61624 2.61543  0.15
10 H -1.02880 1.17266 3.73663  0.13
11 H -0.29923 2.27207 2.55847  0.18
12 H -1.16246 -0.79113 3.40716  0.22
13 H -0.27756 -1.84562 2.09729  0.18
14 H -0.68492 -0.61541 -1.77942  0.25
15 H 2.45635 -1.00335 -2.12606  0.13
16 H 1.03480 -1.48356 -3.34227  0.11
17 H 1.26821 -2.23747 -1.78914  0.13
18 H 0.87110 1.18251 -3.45303  0.15
19 H -0.70038 1.44806 -2.50981  0.14

x) 2 unconnected molecules or ions with the total composition C5H11N3, computed with wB97M-V/def2-TZVPD.

Total charge: +2
HOMO level: -19.3 eV
LUMO level: -9.0 eV

Each line ends with the Löwdin charge.
CARTESIAN COORDINATES (ANGSTROEM)
1 C 1.27394 -1.41859 -0.44396  0.01
2 C -2.38086 2.35020 0.57953  0.18
3 C -0.45959 -3.23152 -0.74365  -0.03
4 C 1.08462 2.83350 0.48172  0.03
5 C 0.25335 -2.16794 0.13845  -0.17
6 N -1.17654 2.23596 0.40046  0.05
7 N 2.26780 -0.98281 -0.81813  0.40
8 N -0.02732 1.98587 0.23843  0.14
9 H -2.89566 2.26980 1.57463  0.16
10 H -3.14081 2.44726 -0.21114  0.15
11 H 0.16898 -3.95783 -1.11637  0.06
12 H -1.07133 -2.81679 -1.67800  0.14
13 H -1.24286 -3.58702 -0.07125  0.10
14 H 0.88483 3.51148 1.24623  0.10
15 H 1.35959 3.30773 -0.32329  0.06
16 H 1.97889 2.14947 0.58401  0.14
17 H 0.64465 -2.70840 0.97681  0.15
18 H -0.46199 -1.48892 0.68964  0.16
19 H 2.94034 -0.73146 -1.50411  0.16

Relative energies, in kJ/mol, with the most stable structure set to zero: w) 0.0; x) 74.6.